# 1
ORCA calculation (ωB97M-V/def2-TZVPD) on C4H8CuF3O5S as an isolated structure in a non-equilibrium geometry.

Structure (XYZ):
```
22
Properties=species:S:1:pos:R:3:lowdin_charge:R:1
O -0.257 -0.527 1.266 -0.372
O 1.550 -2.433 0.932 -0.092
C 1.979 -2.393 -0.356 -0.305
O 0.795 -2.031 -1.127 -0.287
C 0.932 -1.627 -2.473 -0.046
Cu -0.289 -2.102 0.401 0.769
H 2.349 -3.348 -0.774 0.151
H 2.726 -1.591 -0.506 0.148
H -0.047 -1.754 -2.944 0.103
H 1.150 -0.551 -2.526 0.105
H 1.757 -2.188 -2.936 0.114
S -0.617 1.056 0.843 0.949
O 0.604 1.742 0.481 -0.207
O -1.547 1.796 1.866 -0.251
C -1.705 1.018 -0.687 -0.667
F -1.290 1.932 -1.530 0.210
F -1.558 -0.185 -1.232 0.148
F -2.957 1.224 -0.361 0.207
C -0.988 2.813 2.744 -0.010
H -1.184 3.787 2.287 0.115
H 0.086 2.714 2.931 0.105
H -1.491 2.647 3.699 0.114
```

The frontier orbital gap (spin up / spin down) comes out at 9.70 / 7.36 eV. As for the net charge: +1. The spin multiplicity is 2. Its molar mass is 288.7 g mol⁻¹. The value obtained for the HOMO energy (spin up / spin down) is -0.508 / -0.495 Eh. The total energy is -2871.244045 hartree. The calculation puts the LUMO energy (spin up / spin down) at -4.12 / -6.10 eV. The value obtained for the energy relative to the best compared isomer or geometry (same formula, charge and spin) is 47.7 kcal per mole.

# 2
ORCA calculation (ωB97M-V/def2-TZVPD) on a 2-piece molecular cluster, C4H8F2N2 overall in a non-equilibrium geometry.

Structure (XYZ):
```
16
Properties=species:S:1:pos:R:3:lowdin_charge:R:1
C -1.979 0.006 0.117 -0.056
C 0.924 1.329 -0.941 0.019
C 1.314 -0.429 0.726 -0.178
C 1.845 0.112 -0.581 -0.516
N -2.776 -0.884 0.575 -0.025
N 0.322 -1.150 1.076 0.105
F 1.994 -0.875 -1.518 0.063
F 3.193 0.457 -0.330 0.006
H -2.517 0.885 -0.054 0.003
H 0.009 1.045 -0.373 0.016
H 0.869 1.250 -2.032 0.092
H 1.267 2.245 -0.395 0.105
H 1.983 -0.011 1.469 0.113
H -3.805 -0.672 0.822 0.135
H -2.383 -1.734 1.059 0.110
H -0.257 -1.573 0.380 0.009
```

The frontier orbital gap comes out at 9.23 eV. The spin multiplicity is 1. Its molar mass is 122.1 g mol⁻¹. The value obtained for the HOMO energy is -0.313 Eh. The total energy is -466.316500 hartree. The calculation puts the LUMO energy at 0.71 eV. The value obtained for the energy relative to the best compared isomer or geometry (same formula, charge and spin) is 73.9 kcal per mole.

# 3
ORCA calculation (ωB97M-V/def2-TZVPD) on a 2-piece molecular cluster, C4H8F2N2O overall in a non-equilibrium geometry.

Structure (XYZ):
```
17
Properties=species:S:1:pos:R:3:lowdin_charge:R:1
C -1.207 -1.784 -1.002 -0.066
C -0.969 -0.860 0.188 -0.109
C -1.030 0.481 0.109 -0.502
C -0.572 1.416 1.087 -0.057
F -1.445 1.076 -0.967 0.090
H -0.279 -1.610 -1.518 0.059
H -1.384 -2.826 -0.751 0.075
H -2.050 -1.432 -1.500 0.048
H -0.597 -1.254 1.114 0.097
H -0.538 0.968 2.154 0.119
H 0.514 1.671 0.841 0.078
H -1.288 2.331 1.080 0.119
O 2.033 0.770 -1.126 0.006
N 1.933 -0.168 -0.155 -0.102
N 2.322 -0.268 0.952 0.109
F 3.042 0.929 1.529 -0.169
H 1.513 0.561 -2.035 0.207
```

Its structure (SMILES) is C/C=C(/C)F.O/N=N\F. The frontier orbital gap comes out at 8.87 eV. The spin multiplicity is 1. Its molar mass is 138.1 g mol⁻¹. The value obtained for the HOMO energy is -0.327 Eh. The total energy is -541.486621 hartree. The calculation puts the LUMO energy at -0.02 eV. The value obtained for the energy relative to the best compared isomer or geometry (same formula, charge and spin) is 126.0 kcal per mole.

# 4
ORCA calculation (ωB97M-V/def2-TZVPD) on C4H8F3FeO5S as an isolated structure in a non-equilibrium geometry.

Structure (XYZ):
```
22
Properties=species:S:1:pos:R:3:lowdin_charge:R:1
O -1.017 0.766 -0.784 -0.357
O -2.638 0.097 2.211 -0.226
C -1.963 -0.942 2.757 -0.348
O -1.182 -1.492 1.646 -0.314
C -0.465 -2.689 1.858 -0.052
Fe -2.019 -0.228 0.439 1.052
H -2.602 -1.764 3.136 0.142
H -1.237 -0.636 3.535 0.144
H 0.117 -2.884 0.953 0.096
H 0.227 -2.565 2.703 0.111
H -1.164 -3.512 2.067 0.109
S 0.369 1.323 -1.066 0.840
O 0.872 2.318 -0.153 -0.180
O 0.336 1.751 -2.569 -0.239
C 1.542 -0.141 -1.061 -0.685
F 1.760 -0.481 0.188 0.194
F 0.983 -1.138 -1.709 0.189
F 2.669 0.209 -1.634 0.204
C 1.213 2.819 -3.036 -0.005
H 0.801 3.098 -4.008 0.115
H 2.231 2.430 -3.136 0.105
H 1.169 3.661 -2.339 0.104
```

The frontier orbital gap (spin up / spin down) comes out at 9.62 / 8.87 eV. As for the net charge: +1. The spin multiplicity is 5. Its molar mass is 281.0 g mol⁻¹. The value obtained for the HOMO energy (spin up / spin down) is -0.489 / -0.488 Eh. The total energy is -2494.588873 hartree. The calculation puts the LUMO energy (spin up / spin down) at -3.67 / -4.40 eV.

# 5
ORCA calculation (ωB97M-V/def2-TZVPD) on one molecule with the formula C4H8F4N2O2 in a non-equilibrium geometry.

Structure (XYZ):
```
20
Properties=species:S:1:pos:R:3:lowdin_charge:R:1
C 0.313 -0.026 1.928 0.029
C 0.657 0.310 0.452 -0.440
O 1.028 1.578 0.234 0.039
N 1.818 -0.577 -0.074 -0.010
F 2.225 -0.035 -1.279 -0.005
F 2.955 -0.404 0.708 0.010
C -0.586 0.040 -0.566 -0.408
C -0.537 -1.250 -1.354 -0.007
O -0.730 1.198 -1.388 0.061
N -1.783 -0.112 0.368 0.018
F -1.989 1.196 0.878 -0.024
F -2.918 -0.297 -0.439 -0.003
H 0.340 -1.082 2.095 0.088
H 1.061 0.327 2.608 0.084
H -0.647 0.440 2.162 0.080
H 1.272 1.623 -0.723 0.132
H 0.384 -1.154 -2.029 0.112
H -1.512 -1.547 -1.887 0.117
H -0.396 -2.154 -0.784 0.082
H -0.954 1.926 -0.911 0.047
```

Its structure (SMILES) is C[C@@](O)(N(F)F)[C@](C)(O)N(F)F. The frontier orbital gap comes out at 11.40 eV. The spin multiplicity is 1. Its molar mass is 192.1 g mol⁻¹. The value obtained for the HOMO energy is -0.392 Eh. The total energy is -816.382610 hartree. The calculation puts the LUMO energy at 0.74 eV. The value obtained for the energy relative to the best compared isomer or geometry (same formula, charge and spin) is 0.0 kcal per mole.

# 6
ORCA calculation (ωB97M-V/def2-TZVPD) on a 2-piece molecular cluster, C4H8FN overall in a non-equilibrium geometry.

Structure (XYZ):
```
14
Properties=species:S:1:pos:R:3:lowdin_charge:R:1
C 1.072 0.557 -0.357 -0.385
C 0.089 -0.250 0.576 -0.173
C -1.219 0.083 0.159 -0.421
C -2.353 -0.519 -0.303 0.058
H 2.442 -0.403 1.154 0.215
H 2.429 -0.734 -0.969 0.167
H 0.912 0.509 -1.400 0.098
H 0.844 1.622 -0.057 0.122
H 0.101 -1.302 0.621 0.106
H 0.257 0.163 1.563 0.121
H -3.136 0.291 -0.793 0.126
H -2.522 -1.645 -0.262 0.074
N 2.411 0.173 -0.113 -0.092
F -1.327 1.454 0.181 -0.014
```

The frontier orbital gap comes out at 9.68 eV. The spin multiplicity is 1. Its molar mass is 89.1 g mol⁻¹. The value obtained for the HOMO energy is -0.333 Eh. The total energy is -311.673003 hartree. The calculation puts the LUMO energy at 0.62 eV. The value obtained for the energy relative to the best compared isomer or geometry (same formula, charge and spin) is 91.9 kcal per mole.